{"formula": "C49H120N12O10", "method": "wB97M-V/def2-TZVPD", "symbols": ["C", "C", "C", "C", "C", "C", "N", "O", "C", "C", "C", "H", "H", "H", "H", "H", "H", "H", "H", "H", "H", "H", "H", "H", "H", "H", "H", "H", "H", "H", "C", "C", "C", "C", "C", "C", "N", "O", "C", "C", "C", "H", "H", "H", "H", "H", "H", "H", "H", "H", "H", "H", "H", "H", "H", "H", "H", "H", "H", "H", "C", "C", "C", "C", "C", "C", "N", "O", "C", "C", "C", "H", "H", "H", "H", "H", "H", "H", "H", "H", "H", "H", "H", "H", "H", "H", "H", "H", "H", "H", "C", "C", "C", "O", "C", "N", "H", "H", "H", "H", "H", "H", "H", "H", "H", "H", "H", "C", "C", "C", "O", "C", "N", "H", "H", "H", "H", "H", "H", "H", "H", "H", "H", "H", "C", "C", "C", "O", "C", "N", "H", "H", "H", "H", "H", "H", "H", "H", "H", "H", "H", "C", "C", "C", "O", "C", "N", "H", "H", "H", "H", "H", "H", "H", "H", "H", "H", "H", "C", "C", "C", "O", "C", "N", "H", "H", "H", "H", "H", "H", "H", "H", "H", "H", "H", "C", "O", "N", "N", "H", "H", "H", "H", "C", "O", "N", "N", "H", "H", "H", "H"], "coordinates": [[-3.153, -3.419, -1.055], [-3.565, -4.899, -0.853], [-5.199, -5.063, -0.920], [-5.813, -6.368, -1.281], [-5.037, -7.058, -2.433], [-3.496, -7.166, -2.225], [-3.021, -5.750, -1.964], [-1.640, -5.705, -2.032], [-3.027, -8.251, -1.153], [-3.090, -7.652, -3.622], [-3.063, -5.352, 0.537], [-2.094, -3.161, -1.095], [-3.699, -2.839, -0.311], [-3.454, -2.917, -1.974], [-5.710, -4.731, -0.016], [-5.731, -4.330, -1.527], [-6.832, -6.019, -1.451], [-5.855, -6.968, -0.372], [-5.294, -6.415, -3.274], [-5.392, -8.058, -2.683], [-2.969, -7.860, -0.137], [-3.770, -9.048, -1.144], [-2.073, -8.685, -1.453], [-3.357, -6.823, -4.277], [-2.025, -7.760, -3.824], [-3.577, -8.587, -3.897], [-3.612, -6.172, 0.999], [-3.145, -4.619, 1.339], [-2.009, -5.609, 0.426], [-1.464, -6.260, -1.268], [2.392, -3.337, -2.706], [3.542, -3.168, -3.747], [3.668, -4.513, -4.460], [4.512, -4.481, -5.728], [4.030, -3.400, -6.658], [3.951, -2.036, -6.039], [3.368, -2.052, -4.658], [3.037, -0.910, -4.064], [5.371, -1.390, -5.902], [2.987, -1.143, -6.958], [4.826, -2.976, -2.880], [2.502, -2.447, -2.087], [2.462, -4.223, -2.075], [1.460, -3.343, -3.271], [3.963, -5.330, -3.802], [2.655, -4.894, -4.587], [4.567, -5.465, -6.195], [5.543, -4.287, -5.433], [3.027, -3.456, -7.082], [4.775, -3.375, -7.453], [5.489, -0.515, -5.262], [6.168, -2.090, -5.650], [5.721, -1.060, -6.879], [2.819, -0.180, -6.476], [3.279, -0.956, -7.991], [2.097, -1.764, -7.057], [4.970, -3.841, -2.232], [4.712, -2.070, -2.286], [5.682, -2.838, -3.542], [2.133, -0.857, -4.382], [1.537, 1.638, 0.856], [0.360, 0.879, 0.179], [-0.166, -0.356, 1.031], [-1.251, 0.015, 2.039], [-1.421, 1.463, 2.404], [-1.505, 2.372, 1.162], [-0.773, 1.806, 0.016], [-0.468, 2.789, -0.985], [-3.005, 2.627, 0.748], [-0.940, 3.809, 1.559], [0.888, 0.227, -1.097], [2.431, 1.015, 0.808], [1.250, 1.908, 1.872], [1.944, 2.545, 0.408], [-0.437, -1.195, 0.391], [0.735, -0.709, 1.533], [-1.125, -0.637, 2.904], [-2.183, -0.297, 1.568], [-0.770, 1.772, 3.221], [-2.283, 1.458, 3.072], [-3.019, 3.183, -0.190], [-3.421, 1.620, 0.720], [-3.650, 3.174, 1.437], [-1.395, 4.094, 2.508], [0.109, 4.055, 1.726], [-1.160, 4.519, 0.762], [1.674, -0.487, -0.850], [1.192, 0.909, -1.890], [0.136, -0.288, -1.695], [-0.886, 2.359, -1.734], [1.387, 2.705, 6.800], [0.112, 3.505, 7.083], [-1.167, 2.888, 6.479], [-2.251, 3.741, 6.639], [-3.406, 3.219, 5.879], [0.014, 3.523, 8.570], [1.556, 1.921, 7.538], [2.162, 3.463, 6.915], [1.448, 2.215, 5.829], [0.223, 4.499, 6.650], [-1.310, 1.857, 6.804], [-0.950, 2.768, 5.418], [-3.349, 3.463, 4.818], [-4.325, 3.686, 6.234], [-3.564, 2.141, 5.873], [-0.856, 3.912, 8.906], [0.714, 4.047, 9.076], [-8.346, -1.074, -2.369], [-7.093, -0.391, -1.814], [-5.891, -0.547, -2.749], [-4.812, -0.077, -1.938], [-3.599, 0.099, -2.627], [-7.409, 0.994, -1.728], [-8.205, -2.154, -2.406], [-8.419, -0.803, -3.422], [-9.216, -0.923, -1.730], [-6.860, -0.741, -0.809], [-5.961, -0.009, -3.694], [-5.791, -1.585, -3.066], [-3.370, -0.808, -3.186], [-2.799, 0.462, -1.981], [-3.654, 0.855, -3.410], [-6.658, 1.465, -1.244], [-8.149, 1.028, -1.041], [2.500, 3.661, -5.270], [2.981, 4.338, -3.976], [2.896, 3.357, -2.800], [3.488, 3.768, -1.545], [2.719, 4.880, -0.979], [4.395, 4.669, -3.883], [2.718, 4.367, -6.070], [1.455, 3.352, -5.289], [3.098, 2.767, -5.448], [2.247, 5.108, -3.739], [3.118, 2.323, -3.064], [1.832, 3.266, -2.586], [3.051, 5.171, 0.018], [1.641, 4.791, -1.113], [2.860, 5.824, -1.504], [4.520, 4.385, -2.922], [4.950, 4.028, -4.432], [2.475, -2.794, 6.447], [2.000, -1.634, 5.540], [0.654, -0.988, 6.006], [-0.421, -1.842, 6.404], [-1.035, -2.383, 5.178], [2.954, -0.557, 5.453], [3.506, -3.047, 6.200], [1.772, -3.626, 6.500], [2.484, -2.377, 7.454], [1.825, -1.997, 4.527], [0.293, -0.251, 5.289], [0.895, -0.435, 6.914], [-0.301, -2.917, 4.575], [-1.547, -1.781, 4.428], [-1.752, -3.119, 5.544], [2.808, 0.011, 6.276], [3.866, -0.972, 5.332], [4.400, 4.221, 3.168], [4.279, 2.923, 3.804], [4.780, 2.720, 5.268], [6.157, 3.065, 5.307], [6.725, 3.013, 6.621], [2.797, 2.746, 3.895], [3.886, 4.386, 2.221], [5.452, 4.432, 2.973], [3.992, 5.026, 3.779], [4.834, 2.202, 3.205], [4.767, 1.656, 5.502], [4.107, 3.174, 5.996], [6.600, 2.014, 7.040], [6.334, 3.818, 7.243], [7.810, 3.087, 6.554], [2.401, 2.722, 2.966], [2.391, 1.934, 4.337], [-0.907, 1.304, -4.878], [-0.107, 0.651, -4.281], [-1.624, 0.874, -5.884], [-1.339, 2.487, -4.527], [-1.638, -0.083, -6.207], [-2.235, 1.467, -6.427], [-1.874, 2.935, -5.257], [-1.028, 2.935, -3.677], [-0.804, 7.871, 0.548], [-0.288, 7.172, -0.212], [-0.138, 8.654, 1.330], [-2.049, 7.859, 0.814], [0.862, 8.519, 1.374], [-0.661, 9.208, 1.993], [-2.711, 7.318, 0.276], [-2.262, 8.672, 1.374]], "spin_multiplicity": 2, "relative_energy_ev": 2.4243, "s2": 0.754, "total_charge": 1, "energy_ev": -91097.193}